A 14-piece molecular cluster, C50H135N7O25 overall, computed with the ωB97M-V functional and the def2-TZVPD basis.

Summary:
Total charge: +1
Multiplicity: 2
HOMO level (alpha / beta): -9.88 / -9.88 eV

Each line ends with the Mulliken charge.
Element x y z (Å)
C 4.015910 -1.334161 2.205447  -0.039
O 4.347160 -0.329271 1.247737  -0.215
C 4.175600 -0.717931 -0.133953  0.218
C 2.711510 -0.758871 -0.699793  0.791
N 2.108620 0.565979 -0.504373  0.326
C 0.684380 0.478839 -0.517423  1.068
C 0.059140 1.880299 -0.570813  -0.876
O -1.329840 1.715189 -0.528213  0.591
C -1.996560 2.096639 0.699857  0.085
H 4.460330 -1.043971 3.157487  0.377
H 4.358700 -2.349271 2.005097  0.049
H 2.934620 -1.311101 2.341057  -0.492
H 4.620520 -1.712841 -0.150943  0.425
H 4.756470 0.042639 -0.655703  -0.612
H 2.250250 -1.501571 -0.048843  -0.706
H 2.769080 -1.186041 -1.700943  -0.045
H 2.442990 0.930429 0.376237  0.326
H 0.347820 -0.078551 0.356727  -0.742
H 0.250490 -0.112241 -1.323933  -0.225
H 0.258700 2.367999 -1.524973  -0.241
H 0.427140 2.582949 0.176827  0.322
H -1.576980 1.493249 1.504827  -0.114
H -3.076380 1.950159 0.725177  -0.591
H -1.776260 3.151589 0.863067  0.271
C -0.136560 -4.268151 -1.484943  -0.580
O -1.085640 -3.175281 -1.228953  -0.482
C -1.935080 -2.870801 -2.312603  -0.847
C -2.552050 -1.469691 -1.998173  1.305
N -3.974990 -1.530461 -1.951983  0.054
C -4.625930 -0.254401 -1.719933  1.100
C -5.952420 -0.376621 -0.958803  -1.364
O -6.526640 0.862829 -0.506593  -0.261
C -7.687420 0.642349 0.219837  -0.990
H 0.074100 -4.704081 -0.508383  0.371
H 0.682690 -3.832231 -2.056693  -0.004
H -0.694960 -4.915831 -2.160813  0.354
H -2.744140 -3.600331 -2.348803  0.463
H -1.515780 -2.948601 -3.315713  0.510
H -2.229350 -0.827691 -2.817803  -0.804
H -2.327440 -1.109591 -0.994203  -0.044
H -4.254190 -1.860591 -2.864763  0.555
H -4.806250 0.243609 -2.672593  0.188
H -4.022490 0.339929 -1.033823  -0.859
H -5.653740 -0.951111 -0.081963  0.386
H -6.691910 -0.915761 -1.550903  0.470
H -8.455110 0.307359 -0.477683  0.350
H -8.101750 1.590189 0.563387  0.374
H -7.766540 0.044519 1.127827  0.346
C -4.561260 -5.795111 7.332417  -0.697
O -4.218890 -5.616241 5.953897  -0.283
C -3.413260 -6.723641 5.292197  -0.770
C -1.929730 -6.875421 5.772997  -0.514
N -1.198340 -5.646241 5.410317  -0.198
C -0.025320 -5.480741 6.289867  -1.038
C 0.899710 -4.401611 5.737037  0.077
O 1.757500 -4.932031 4.738517  -0.375
C 2.566560 -3.920801 4.193337  -0.341
H -5.084020 -4.899411 7.667867  0.232
H -3.786810 -5.949801 8.083697  0.281
H -5.179890 -6.688461 7.246817  0.306
H -3.523500 -6.554851 4.221007  0.295
H -3.944030 -7.653731 5.495477  0.431
H -1.605030 -7.829611 5.358037  0.377
H -2.095740 -7.003671 6.842617  0.309
H -1.846750 -4.887301 5.564207  0.173
H 0.607080 -6.351111 6.464877  0.461
H -0.420700 -5.198891 7.265737  0.470
H 1.514120 -4.067861 6.573227  0.406
H 0.218730 -3.611451 5.420797  -0.103
H 1.986990 -3.085971 3.799317  0.017
H 3.236110 -4.241221 3.395127  0.109
H 3.283510 -3.557451 4.929577  0.501
C -0.955050 1.901239 -4.047093  -0.223
O -1.350560 0.733849 -4.797243  -0.097
C -2.721610 0.742889 -5.288633  0.387
C -2.763290 -0.316061 -6.346533  -1.048
N -2.603830 -1.746771 -5.922713  -0.037
C -2.618250 -2.749781 -6.995173  -0.838
C -2.078110 -4.114691 -6.580493  -0.742
O -0.952080 -4.013221 -5.694963  0.027
C -0.490060 -5.312021 -5.377623  -1.110
H 0.084410 1.767029 -3.747733  -0.306
H -1.603110 2.158789 -3.209373  0.040
H -0.908740 2.740159 -4.741483  0.539
H -3.029780 1.718779 -5.663843  0.543
H -3.283350 0.471639 -4.394783  -0.640
H -1.876200 -0.174111 -6.963813  0.397
H -3.650780 -0.348171 -6.978533  0.582
H -1.657550 -1.961421 -5.642403  -0.084
H -2.061970 -2.289791 -7.811913  0.430
H -3.667280 -2.796181 -7.287543  0.386
H -1.976920 -4.699011 -7.495053  0.453
H -2.850170 -4.662421 -6.040103  0.453
H -1.098100 -5.875321 -4.669753  0.369
H 0.589380 -5.380211 -5.242503  0.291
H -0.581600 -6.018301 -6.202783  0.415
C 0.208400 7.242869 -3.552083  -0.827
O -0.388940 6.843199 -2.305963  -0.343
C 0.423920 6.031189 -1.446643  -0.583
C -0.177730 5.936439 -0.008813  0.009
N 0.085180 7.233459 0.661247  -0.455
C -0.673510 7.335869 1.923777  -0.457
C -0.484150 8.621229 2.697837  -0.825
O -1.154520 9.720389 2.047057  -0.292
C -1.320460 10.840439 2.869237  -0.741
H 1.000730 7.985809 -3.460633  0.322
H -0.480490 7.592189 -4.321173  0.279
H 0.616510 6.355899 -4.036683  0.315
H 1.356570 6.595249 -1.436523  0.475
H 0.583160 5.009799 -1.792323  0.312
H 0.161450 5.085769 0.582297  0.146
H -1.256640 5.781409 -0.003393  0.059
H -0.238570 8.016399 0.111437  0.344
H -0.454090 6.490389 2.575777  0.362
H -1.736500 7.323129 1.682957  0.233
H 0.572450 8.830129 2.865367  0.383
H -0.831520 8.559689 3.729167  0.452
H -1.805590 11.568539 2.219147  0.230
H -0.391780 11.289059 3.221927  0.295
H -1.858670 10.524159 3.762767  0.308
C 1.408950 1.652909 3.591987  -0.480
O 0.186840 0.946779 3.747357  -0.408
C 0.246290 -0.462621 3.889957  0.714
C -1.022750 -1.177321 3.366617  1.064
N -2.118420 -0.937091 4.340937  -0.422
C -3.391120 -1.529091 3.877627  -1.069
C -4.051240 -0.650431 2.817047  0.818
O -4.295840 0.635569 3.417107  -0.360
C -5.256750 1.492049 2.789687  0.436
H 2.210000 1.075349 4.053317  0.362
H 1.441850 2.704189 3.878037  0.321
H 1.697160 1.584259 2.543017  -0.059
H 0.420880 -0.579781 4.959487  0.517
H 1.122680 -0.844331 3.366177  -0.917
H -0.848340 -2.252671 3.402757  -0.036
H -1.380220 -0.820451 2.400717  -0.690
H -2.319100 0.046199 4.227007  0.306
H -4.089210 -1.608201 4.711007  0.363
H -3.250980 -2.578061 3.616647  0.391
H -4.929850 -1.213851 2.502877  0.441
H -3.469400 -0.492231 1.909007  -0.612
H -5.061980 2.531029 3.055577  -0.597
H -6.214800 1.271129 3.260247  0.471
H -5.333940 1.450329 1.703227  -0.331
C 1.226540 -2.156721 -4.550473  -0.671
O 2.473590 -1.489851 -4.422993  -0.589
C 2.477690 -0.119991 -4.856353  0.509
C 3.903160 0.312079 -5.176273  -1.393
N 4.709050 0.141709 -3.961003  0.074
C 6.154220 0.466339 -4.191093  -1.042
C 7.061190 -0.115551 -3.115323  0.070
O 6.921870 -1.461081 -2.787493  -0.402
C 7.816450 -2.005601 -1.758173  -0.316
H 0.994490 -2.301701 -5.605563  0.528
H 0.426400 -1.472691 -4.267673  0.099
H 1.303400 -3.100051 -4.009813  0.230
H 2.067970 0.536999 -4.089163  -0.465
H 1.902870 0.006109 -5.773833  0.559
H 3.833010 1.328069 -5.564793  0.385
H 4.282650 -0.248671 -6.030463  0.527
H 4.500190 -0.800731 -3.663883  0.126
H 6.241610 1.551419 -4.246563  0.355
H 6.381270 0.099059 -5.191923  0.464
H 6.830780 0.421999 -2.195513  -0.222
H 8.103720 0.102759 -3.346773  0.596
H 7.590020 -3.055591 -1.572823  0.011
H 7.527770 -1.389311 -0.906733  0.070
H 8.857700 -1.924401 -2.070113  0.356
O 0.553630 -3.130901 1.292487  -0.159
H -0.211170 -3.152081 0.717297  0.121
H 0.290420 -3.637911 2.060527  0.194
O 3.831110 2.036669 -2.104813  -0.843
H 4.181150 1.418509 -2.746353  0.369
H 3.273990 1.503899 -1.537363  0.284
O 3.203990 -4.769371 1.133527  -0.603
H 2.560240 -4.061751 1.166447  0.114
H 2.754920 -5.520581 1.521157  0.267
C 7.068980 1.598649 0.639407  0.738
C 8.453610 2.278269 0.515917  -0.514
O 8.398490 3.711979 0.496787  -0.530
O 6.568070 1.348119 1.929917  -0.686
H 7.055240 0.646739 0.108587  -0.634
H 6.404000 2.240939 0.062017  0.210
H 8.790760 1.926579 -0.459153  0.285
H 9.065150 2.004309 1.375607  0.347
H 9.305410 4.020119 0.432397  0.314
H 5.784190 0.795999 1.882167  0.425
C -4.987690 3.630259 -3.101463  -0.594
C -4.755010 3.503129 -1.605213  0.572
O -6.019340 3.489199 -0.867483  -0.653
O -5.541060 2.433579 -3.606323  -0.472
H -4.044220 3.846479 -3.602673  0.386
H -5.704490 4.438889 -3.244373  0.357
H -4.185240 4.346999 -1.216183  0.398
H -4.115350 2.654459 -1.362953  -0.688
H -6.376590 2.598249 -0.854423  0.596
H -5.751070 2.529599 -4.538143  0.264
C -3.283830 5.493169 3.642557  -0.140
C -4.283590 4.767819 4.540877  -0.655
O -5.621250 5.060729 4.276877  -0.543
O -3.199960 5.021209 2.299257  -0.231
H -2.336370 5.275799 4.135677  0.351
H -3.374240 6.575029 3.739997  0.210
H -4.174040 5.051669 5.587557  0.444
H -4.191380 3.681729 4.542837  0.148
H -5.883560 4.791159 3.393627  0.348
H -4.094060 4.841119 1.999667  0.157
C 6.403200 -6.252311 0.113937  -0.281
C 6.401810 -4.816401 0.553827  -0.575
O 5.371080 -4.090721 -0.114033  -0.185
O 7.487320 -6.930491 0.732337  -0.561
H 6.487870 -6.342381 -0.969023  0.242
H 5.489190 -6.752871 0.433497  0.211
H 7.382170 -4.387951 0.345447  0.367
H 6.293850 -4.687991 1.630847  0.312
H 4.517880 -4.366661 0.228767  0.270
H 7.339930 -7.085551 1.668197  0.309

Cartesian forces (eV/Å) of the 6 atoms listed first:
C -0.428 0.806 0.261
O -0.515 -0.272 0.050
C 0.073 -0.104 0.145
C 1.981 0.092 2.373
N 0.527 -1.321 -1.294
C -0.662 1.011 0.682